Record 1
Molecular formula: C26H49ClN9O7S
Method: DFT, ωB97M-V with the def2-TZVPD basis set

Values from the calculation:
* calculated total energy: -78839.5883 eV
* LUMO: -0.192 Eh
* charge: +1
* HOMO-LUMO gap: 5.49 eV

Last column: Mulliken charge in e.
Cartesian coordinates (Å):
C: -0.470 4.638 -1.542  -0.60
C: -1.100 4.581 -3.054  0.74
O: -1.345 5.759 -3.692  -0.56
O: -1.483 3.365 -3.799  -0.39
C: -2.599 2.788 -2.976  0.04
C: -3.284 1.538 -3.785  -0.68
C: -4.690 0.983 -3.158  -0.48
C: -5.017 1.509 -1.625  -0.75
C: -3.947 0.901 -0.493  0.58
C: -3.907 -0.732 -0.456  -0.46
C: -2.773 -1.259 0.661  -0.13
Cl: -2.415 -3.048 0.969  -0.06
C: -2.067 0.034 1.364  0.48
N: -0.966 -0.342 2.383  -0.53
N: -2.273 1.485 1.220  -0.93
N: -3.195 1.903 0.309  1.13
N: -3.328 3.307 0.188  -0.52
C: -3.928 3.675 1.399  0.31
S: -4.289 4.207 3.007  0.03
H: 0.709 4.540 -1.497  0.24
H: -0.946 3.874 -0.795  0.06
H: -0.709 5.722 -1.118  0.29
H: -2.046 2.309 -2.033  0.00
H: -3.349 3.597 -2.588  0.32
H: -3.536 1.939 -4.880  0.28
H: -2.580 0.608 -3.949  0.31
H: -5.565 1.416 -3.842  0.37
H: -4.772 -0.199 -3.274  0.22
H: -6.058 0.997 -1.338  0.40
H: -5.194 2.658 -1.533  0.31
H: -4.538 -1.467 -1.131  0.33
H: -0.221 0.409 2.271  0.48
H: -0.485 -1.225 2.056  0.29
C: 4.149 3.479 -5.081  -1.37
C: 2.943 3.306 -4.201  0.88
O: 2.817 3.910 -3.138  -0.61
N: 1.966 2.446 -4.611  -0.03
C: 1.923 1.649 -5.813  -0.92
H: 4.836 4.195 -4.621  0.30
H: 4.670 2.525 -5.195  0.37
H: 3.848 3.869 -6.057  0.36
H: 1.188 2.384 -3.964  0.08
H: 1.030 1.932 -6.375  0.29
H: 1.845 0.599 -5.521  0.30
H: 2.806 1.788 -6.438  0.37
C: 3.444 1.149 0.729  -1.18
C: 2.494 -0.013 0.813  0.68
O: 1.386 0.086 1.337  -0.68
N: 2.890 -1.207 0.286  -0.07
C: 4.137 -1.528 -0.365  -0.88
H: 2.986 2.028 1.191  0.31
H: 4.367 0.917 1.267  0.35
H: 3.660 1.382 -0.317  0.37
H: 2.195 -1.939 0.382  0.13
H: 3.912 -1.876 -1.376  0.29
H: 4.613 -2.336 0.195  0.29
H: 4.813 -0.673 -0.416  0.35
C: 5.163 5.182 2.838  -1.37
C: 3.785 4.761 2.412  0.79
O: 3.484 3.581 2.245  -0.64
N: 2.850 5.733 2.207  -0.12
C: 2.999 7.162 2.346  -0.85
H: 5.793 4.297 2.961  0.27
H: 5.612 5.823 2.075  0.38
H: 5.115 5.707 3.796  0.39
H: 1.947 5.369 1.921  0.19
H: 2.276 7.507 3.089  0.30
H: 2.770 7.622 1.382  0.28
H: 4.005 7.447 2.656  0.32
C: -3.266 -7.008 5.099  -1.34
C: -3.081 -6.283 3.796  0.87
O: -2.256 -6.645 2.958  -0.62
N: -3.860 -5.191 3.551  0.00
C: -4.876 -4.609 4.395  -0.88
H: -2.575 -7.854 5.147  0.27
H: -3.049 -6.338 5.935  0.38
H: -4.287 -7.392 5.172  0.38
H: -3.675 -4.758 2.652  0.03
H: -5.820 -4.620 3.845  0.30
H: -4.593 -3.574 4.601  0.28
H: -4.996 -5.149 5.335  0.34
C: 2.094 -8.665 1.692  -1.16
C: 2.279 -7.940 0.389  0.72
O: 3.104 -8.302 -0.449  -0.65
N: 1.500 -6.848 0.144  -0.12
C: 0.484 -6.266 0.988  -0.60
H: 2.785 -9.511 1.740  0.28
H: 2.310 -7.995 2.528  0.34
H: 1.073 -9.049 1.765  0.33
H: 1.685 -6.415 -0.755  0.22
H: -0.460 -6.277 0.438  0.25
H: 0.767 -5.231 1.194  0.14
H: 0.364 -6.806 1.928  0.27

Forces on atoms 1 to 2 (eV/Å):
-0.05 0.51 0.42
-1.21 6.34 -3.61

Record 2
Molecular formula: C26H50IN4O9P2S3
Method: DFT, ωB97M-V with the def2-TZVPD basis set

Values from the calculation:
* calculated total energy: -111330.5626 eV
* LUMO: -0.126 Eh
* charge: +1
* HOMO-LUMO gap: 7.74 eV
* ΔE to the lowest compared entry with this formula, charge and spin: 0.682 eV

Last column: Mulliken charge in e.
Cartesian coordinates (Å):
C: -4.738 6.351 0.542  -1.54
C: -3.689 5.708 1.397  0.56
C: -2.795 6.505 2.126  -0.59
C: -1.806 5.939 2.915  -0.91
C: -1.686 4.550 2.983  -0.75
C: -2.558 3.731 2.261  0.18
C: -2.383 2.226 2.322  -0.93
C: -2.257 1.646 0.913  -0.30
O: -3.553 1.012 0.703  -0.16
C: -3.743 0.499 -0.574  -1.74
I: -5.773 -0.197 -0.784  0.21
C: -2.694 -0.503 -1.048  1.25
C: -2.803 -0.831 -2.577  -0.53
C: -3.699 -0.003 -3.539  -1.36
N: -3.066 0.185 -4.862  -0.62
P: -3.061 -2.230 -0.221  0.16
S: -4.037 -2.407 1.441  -0.26
N: -1.259 0.047 -0.733  0.61
C: -0.200 -0.998 -0.977  -0.21
C: 1.074 -0.617 -1.740  -1.97
C: 1.110 -1.138 -3.189  -0.59
C: 2.246 -0.433 -3.955  -0.95
S: 1.875 -0.265 -5.684  1.28
O: 2.602 0.830 -6.240  -0.65
O: 2.042 -1.529 -6.314  -0.62
O: 0.326 0.139 -5.658  -0.49
P: -1.040 1.436 -1.991  0.63
S: -0.073 3.044 -1.587  -0.19
C: -1.164 0.600 0.692  1.17
C: 0.307 1.049 0.946  -1.93
N: 0.454 2.226 1.776  -0.16
C: -1.415 -0.472 1.788  -1.79
O: -0.606 -0.191 2.943  -0.36
N: -1.216 -0.832 4.090  0.13
O: -1.085 -0.178 5.026  -0.28
C: -3.550 4.323 1.481  -0.30
H: -5.063 5.679 -0.248  0.36
H: -5.611 6.644 1.116  0.32
H: -4.321 7.219 0.043  0.40
H: -2.913 7.575 2.054  0.45
H: -1.137 6.582 3.461  0.42
H: -0.919 4.089 3.585  0.47
H: -1.538 2.039 2.968  0.51
H: -3.270 1.835 2.813  0.46
H: -2.244 2.492 0.223  1.09
H: -3.808 1.359 -1.235  0.78
H: -1.820 -0.931 -3.026  -0.10
H: -3.172 -1.844 -2.701  0.74
H: -3.983 0.985 -3.195  0.49
H: -4.615 -0.533 -3.757  0.53
H: -3.063 -0.713 -5.333  0.36
H: -2.088 0.439 -4.774  0.19
H: -1.824 -2.885 -0.100  0.12
H: -3.742 -2.975 -1.190  0.25
H: 0.090 -1.461 -0.045  0.23
H: -0.607 -1.833 -1.536  1.03
H: 1.366 0.430 -1.756  0.67
H: 1.903 -1.124 -1.249  0.44
H: 1.344 -2.196 -3.177  0.47
H: 0.195 -0.907 -3.722  0.18
H: 2.399 0.587 -3.614  0.40
H: 3.175 -0.989 -3.943  0.49
H: 0.205 0.795 -6.362  0.37
H: -2.321 1.818 -2.378  0.06
H: -0.528 0.794 -3.117  -0.14
H: 0.794 1.275 -0.004  0.44
H: 0.918 0.220 1.284  0.24
H: 1.425 2.343 2.020  0.32
H: 0.111 3.057 1.312  0.23
H: -1.197 -1.498 1.491  0.76
H: -2.433 -0.470 2.147  0.42
H: -4.228 3.688 0.921  0.49
C: 6.784 -5.747 1.616  -0.77
O: 6.212 -4.473 1.827  -0.27
C: 6.167 -3.691 0.650  -0.63
C: 5.052 -2.675 0.727  -0.43
O: 3.752 -3.217 0.504  -0.36
C: 3.189 -4.004 1.548  -0.59
C: 2.730 -3.208 2.750  0.34
O: 3.823 -2.824 3.555  -0.31
C: 3.564 -1.662 4.311  -0.69
H: 7.835 -5.666 1.320  0.33
H: 6.721 -6.296 2.553  0.24
H: 6.231 -6.302 0.849  0.33
H: 6.019 -4.328 -0.231  0.36
H: 7.123 -3.160 0.547  0.42
H: 5.203 -1.961 -0.087  0.39
H: 5.093 -2.116 1.663  0.22
H: 3.865 -4.807 1.843  0.18
H: 2.303 -4.467 1.106  0.47
H: 2.055 -3.832 3.352  0.49
H: 2.180 -2.318 2.406  -0.50
H: 3.304 -0.819 3.658  0.25
H: 4.473 -1.411 4.853  0.27
H: 2.755 -1.828 5.031  0.31

Forces on atoms 1 to 2 (eV/Å):
0.17 -0.21 -0.25
0.50 -0.21 0.33

Record 3
Molecular formula: C26H50N4O6
Method: DFT, ωB97M-V with the def2-TZVPD basis set

Values from the calculation:
* calculated total energy: -46014.5813 eV
* LUMO: -0.032 Eh
* HOMO-LUMO gap: 7.34 eV
* ΔE to the lowest compared entry with this formula, charge and spin: 2.717 eV

Last column: Mulliken charge in e.
Cartesian coordinates (Å):
C: -0.724 1.437 -1.437  -0.94
C: 0.091 1.780 -2.757  0.38
N: -0.092 1.004 -3.758  -0.58
C: 1.067 3.003 -2.674  -0.82
C: 0.904 4.118 -3.810  1.83
C: -0.099 3.907 -5.011  -1.46
C: -1.623 3.842 -4.627  -0.45
O: -2.249 2.964 -5.609  -0.37
C: -3.559 2.653 -5.262  0.66
C: -4.465 3.527 -4.324  -0.77
O: -4.028 1.657 -5.757  -0.56
C: 2.315 3.967 -4.573  -1.02
N: 3.223 4.661 -3.963  0.45
C: 4.600 4.565 -4.536  0.39
O: 5.028 3.406 -4.686  -0.63
O: 5.315 5.573 -4.834  -0.68
C: 2.693 5.412 -2.803  -0.84
C: 1.190 5.585 -3.289  -0.38
C: 0.157 6.384 -2.402  -0.59
C: -1.077 5.598 -1.873  0.44
O: -2.170 5.889 -2.331  -0.57
O: -1.043 4.643 -0.887  -0.39
H: -0.038 1.748 -0.591  0.13
H: -1.695 1.986 -1.375  0.08
H: -0.816 0.323 -1.373  0.39
H: 0.526 1.335 -4.512  0.35
H: 1.029 3.540 -1.681  0.40
H: 2.117 2.577 -2.722  0.56
H: 0.019 4.818 -5.676  0.47
H: 0.168 3.038 -5.680  0.44
H: -2.104 4.859 -4.740  0.56
H: -1.808 3.522 -3.570  0.00
H: -4.606 4.573 -4.715  0.29
H: -4.073 3.517 -3.275  0.21
H: -5.473 3.027 -4.321  0.30
H: 2.464 3.315 -5.465  0.37
H: 2.858 5.019 -1.771  0.29
H: 3.109 6.446 -2.975  0.49
H: 1.240 6.210 -4.232  0.51
H: -0.229 7.247 -3.001  0.31
H: 0.707 6.805 -1.511  0.39
H: -1.945 4.457 -0.560  0.37
C: 1.300 -1.908 1.433  -1.02
C: 1.132 -0.693 2.337  -0.44
N: -0.259 -0.327 2.565  0.26
C: -0.417 0.987 3.174  -0.56
C: 0.134 1.190 4.587  -1.08
C: -1.119 -1.371 3.103  -0.84
C: -0.718 -2.012 4.433  -0.94
H: 0.773 -1.769 0.485  0.20
H: 2.358 -2.058 1.209  0.47
H: 0.934 -2.822 1.905  -0.01
H: 1.638 0.145 1.847  0.50
H: 1.666 -0.876 3.279  0.25
H: -1.477 1.261 3.167  0.43
H: 0.065 1.721 2.518  0.23
H: -0.490 0.706 5.338  0.23
H: 0.146 2.257 4.825  0.44
H: 1.156 0.822 4.691  0.27
H: -1.196 -2.168 2.355  0.42
H: -2.141 -0.989 3.190  0.38
H: 0.342 -2.271 4.471  0.18
H: -1.283 -2.938 4.575  0.43
H: -0.950 -1.368 5.280  0.32
C: -0.232 -8.335 5.317  -1.42
C: -0.745 -7.680 4.040  -0.38
N: -0.311 -6.301 3.880  0.23
C: -1.029 -5.588 2.831  0.02
C: -0.860 -6.078 1.392  -1.27
C: 1.126 -6.071 3.919  -0.42
C: 1.998 -6.817 2.907  -1.05
H: -0.491 -7.740 6.196  0.33
H: -0.685 -9.322 5.434  0.44
H: 0.851 -8.474 5.297  0.29
H: -1.839 -7.700 4.087  0.44
H: -0.457 -8.303 3.182  0.28
H: -0.768 -4.525 2.875  -0.49
H: -2.098 -5.622 3.073  0.48
H: 0.115 -5.807 0.984  0.27
H: -1.611 -5.605 0.754  0.45
H: -0.990 -7.157 1.302  0.32
H: 1.484 -6.323 4.922  0.42
H: 1.322 -4.997 3.830  0.06
H: 1.737 -7.874 2.829  0.25
H: 3.045 -6.763 3.217  0.41
H: 1.941 -6.370 1.914  0.26

Forces on atoms 1 to 2 (eV/Å):
1.89 0.17 -0.28
-1.27 -0.35 1.22

Record 4
Molecular formula: C26H50NP3SeTi
Method: DFT, ωB97M-V with the def2-TZVPD basis set

Values from the calculation:
* calculated total energy: -145564.1804 eV
* LUMO (alpha / beta): -0.346 / -0.411 Eh
* charge: +3
* spin multiplicity: 2
* HOMO-LUMO gap (alpha / beta): 5.72 / 3.95 eV
* ΔE to the lowest compared entry with this formula, charge and spin: 0.000 eV

Last column: Mulliken charge in e.
Cartesian coordinates (Å):
Ti: -0.228 0.552 0.402  -1.67
P: 0.129 2.681 1.752  1.08
P: -2.705 1.072 -0.152  0.73
P: 2.229 0.287 -0.141  1.17
H: -1.663 -2.612 -8.448  0.31
C: -0.805 -3.272 -8.277  -0.59
C: -0.968 -4.529 -7.840  -0.41
H: -1.964 -4.943 -7.645  0.26
C: 0.095 4.242 0.790  -1.21
C: -1.280 2.890 2.900  -1.18
C: 1.601 2.987 2.790  -1.02
C: -3.424 0.040 -1.485  -1.13
C: -3.875 0.779 1.210  -1.33
C: -3.199 2.730 -0.766  -1.15
C: 2.594 -0.926 -1.470  -1.21
C: 3.388 -0.319 1.128  -1.26
C: 3.153 1.737 -0.787  -1.27
H: 0.189 -2.875 -8.514  0.26
H: -0.114 -5.196 -7.681  0.25
H: 0.111 5.087 1.493  0.51
H: -0.803 4.306 0.162  0.28
H: 0.979 4.302 0.142  0.35
H: -1.052 3.699 3.609  0.51
H: -1.459 1.962 3.462  0.25
H: -2.198 3.146 2.350  0.40
H: 1.522 4.007 3.202  0.54
H: 2.518 2.926 2.187  0.28
H: 1.678 2.274 3.621  0.26
H: -4.521 0.129 -1.443  0.49
H: -3.143 -1.012 -1.362  0.27
H: -3.077 0.383 -2.467  0.36
H: -4.799 1.350 1.028  0.47
H: -3.437 1.088 2.166  0.29
H: -4.111 -0.293 1.264  0.42
H: -4.297 2.754 -0.841  0.51
H: -2.762 2.904 -1.760  0.36
H: -2.871 3.529 -0.090  0.30
H: 3.675 -1.132 -1.489  0.52
H: 2.262 -0.549 -2.445  0.34
H: 2.048 -1.852 -1.251  0.35
H: 4.389 -0.414 0.679  0.71
H: 3.066 -1.311 1.471  0.18
H: 3.451 0.363 1.986  0.30
H: 4.227 1.501 -0.826  0.48
H: 3.015 2.622 -0.153  0.31
H: 2.806 1.980 -1.799  0.34
C: -0.150 0.529 -3.591  0.42
C: -0.517 -0.816 -3.697  0.15
C: -0.541 -1.421 -4.961  -0.76
C: -0.179 -0.705 -6.104  -0.02
C: 0.225 0.631 -5.985  -0.92
C: 0.248 1.244 -4.734  -0.53
Se: -0.197 1.561 -1.898  0.16
H: 0.111 -0.425 -0.850  0.33
H: -0.782 -1.378 -2.798  0.28
H: -0.848 -2.462 -5.061  0.44
H: -0.211 -1.194 -7.078  0.14
H: 0.517 1.206 -6.862  0.42
H: 0.564 2.282 -4.628  0.45
C: 2.249 -2.443 4.202  -0.64
N: 1.654 -1.212 4.791  0.02
C: 2.708 -0.394 5.459  -0.73
C: 0.866 -0.385 3.785  0.62
C: -0.255 -1.188 3.193  0.43
C: -0.943 -2.075 4.032  -0.70
C: -1.879 -2.969 3.516  -0.86
C: -2.198 -2.947 2.157  -0.84
C: -1.539 -2.041 1.306  0.08
C: -0.639 -1.108 1.842  0.32
H: 2.922 -2.164 3.387  0.27
H: 1.448 -3.086 3.842  0.31
H: 2.808 -2.946 4.996  0.41
H: 0.990 -1.506 5.525  0.37
H: 3.435 -0.067 4.707  0.33
H: 2.238 0.472 5.934  0.35
H: 3.204 -1.007 6.220  0.37
H: 0.508 0.496 4.343  0.28
H: 1.597 -0.024 3.048  -0.65
H: -0.751 -2.112 5.114  0.35
H: -2.351 -3.686 4.190  0.44
H: -2.954 -3.637 1.770  0.49
H: -1.725 -2.098 0.221  0.38

Forces on atoms 1 to 2 (eV/Å):
-1.26 -2.01 0.76
0.42 1.43 0.18